C17H50NO18 | wB97M-V/def2-TZVPD

Each line ends with the Löwdin charge.
CARTESIAN COORDINATES (ANGSTROEM)
O: 9.26825 25.47191 -25.16463  -0.006
O: 7.47082 24.52469 -25.88792  -0.006
O: 5.09891 25.41290 -29.97045  -0.062
O: 8.22367 20.33287 -29.70668  -0.080
O: 11.61329 30.51206 -25.47772  -0.052
O: 4.62009 27.59402 -25.19438  -0.118
O: 10.10522 22.64436 -25.08396  -0.074
O: 12.43172 26.95107 -21.24451  -0.056
O: 3.55579 24.68774 -24.64128  -0.063
O: 7.24653 22.43666 -27.92893  -0.058
O: 7.38230 26.50140 -25.05267  -0.035
O: 8.18506 30.13710 -27.60017  -0.085
O: 9.66719 22.38628 -22.23472  -0.070
O: 7.11506 29.05971 -24.09016  -0.067
O: 5.79666 22.52396 -24.79943  -0.067
O: 11.20216 27.03972 -26.25998  -0.072
O: 7.20193 27.51198 -29.22305  -0.056
O: 4.36068 24.61292 -27.25686  -0.041
N: 8.05100 25.51224 -25.40533  -0.488
C: 4.64252 24.43434 -23.74763  -0.227
C: 14.31733 26.69956 -22.76652  -0.061
C: 4.70707 28.77729 -24.37543  -0.194
C: 7.03171 29.80642 -28.38230  -0.210
C: 4.91534 25.85233 -27.57605  -0.278
C: 11.32962 29.44489 -26.34245  -0.259
C: 12.12546 25.47808 -23.09430  -0.045
C: 13.13072 26.02661 -22.08846  -0.490
C: 8.59826 22.22379 -23.17820  -0.240
C: 4.53714 26.28601 -28.99888  -0.233
C: 6.70015 28.33507 -28.17409  -0.238
C: 10.72588 28.21062 -25.65543  -0.266
C: 9.20519 21.73207 -24.47666  -0.248
C: 5.96645 29.60390 -24.68650  -0.245
C: 8.83302 20.73492 -28.46271  -0.235
C: 8.60734 22.21595 -28.24688  -0.251
C: 5.05531 22.97850 -23.68401  -0.237
H: 9.67706 20.76214 -24.28628  0.118
H: 7.24118 30.09678 -29.41432  0.121
H: 9.63951 28.33774 -25.78887  0.098
H: 10.67234 29.66575 -27.19513  0.089
H: 3.45853 26.33777 -29.12546  0.122
H: 5.63226 28.13673 -28.08029  0.085
H: 9.72984 23.51811 -24.88156  0.039
H: 11.45934 26.23273 -23.51002  0.061
H: 6.18459 23.26834 -25.29048  0.041
H: 10.69820 26.31163 -25.85943  0.036
H: 8.89730 30.56214 -28.07721  0.069
H: 9.89586 20.48680 -28.39439  0.114
H: 10.80372 28.23352 -24.56054  0.118
H: 6.01104 25.85524 -27.49225  0.097
H: 4.35726 24.80513 -22.75405  0.120
H: 8.57598 19.47122 -29.94050  0.067
H: 8.86494 22.72167 -29.18854  0.118
H: 13.97966 27.49403 -23.43143  0.084
H: 4.19839 22.31867 -23.54794  0.121
H: 5.78501 30.60485 -24.28571  0.116
H: 7.28322 28.16190 -24.42552  0.030
H: 8.10188 23.18919 -23.32807  0.107
H: 15.02222 27.08009 -22.02171  0.070
H: 5.51130 25.07376 -23.93277  0.103
H: 14.86157 25.96863 -23.36854  0.078
H: 5.50219 27.18559 -25.19485  0.040
H: 13.11115 27.29380 -20.65185  0.077
H: 7.17609 23.30718 -27.51801  0.043
H: 6.10735 29.71484 -25.76729  0.099
H: 9.28687 22.85116 -21.48267  0.079
H: 11.46980 24.75938 -22.59304  0.072
H: 4.59121 26.67341 -26.91436  0.092
H: 6.23020 30.48384 -28.06850  0.108
H: 9.23764 22.62363 -27.45159  0.104
H: 5.70063 22.88088 -22.80194  0.100
H: 7.85198 21.50626 -22.82548  0.116
H: 8.44349 21.46194 -25.21685  0.107
H: 12.21246 29.16217 -26.92380  0.118
H: 4.69596 28.42502 -23.34257  0.118
H: 10.81947 30.74685 -24.98768  0.089
H: 8.15823 27.44444 -29.14269  0.101
H: 8.26684 20.13925 -27.73615  0.116
H: 4.27040 24.54412 -26.28295  0.044
H: 3.31023 25.61100 -24.50774  0.086
H: 7.12426 27.97843 -27.23043  0.113
H: 4.98484 27.26454 -29.20576  0.074
H: 13.46957 25.19489 -21.45935  0.129
H: 12.53183 24.88842 -23.91680  0.090
H: 3.84135 29.39632 -24.61725  0.113
H: 6.04312 25.54955 -30.05406  0.066

Computed properties:
Orbital gap = 9.1 eV
ΔE to the lowest compared entry with this formula, charge and spin = 23.1 kcal/mol
DFT total energy = -56780.237 eV
Total charge = -1
E_HOMO = -6.7 eV

C33H46BCaN8O7 | wB97M-V/def2-TZVPD

Each line ends with the Löwdin charge.
CARTESIAN COORDINATES (ANGSTROEM)
Ca: -0.37620 -0.54017 0.25495  1.312
O: -2.64409 1.50792 1.38090  -0.134
O: -1.25386 -2.33883 -0.74535  -0.147
O: -2.78055 -8.35886 2.59310  0.075
O: -2.85479 -6.49121 3.64486  0.089
O: -0.79560 -6.68627 -2.98769  0.088
O: -1.22072 -2.37927 1.46190  -0.098
O: -1.43310 -8.48383 -2.00685  0.076
N: 0.67576 2.14692 1.14296  0.026
N: -1.22574 -7.28536 -2.02346  -0.356
N: 0.38031 1.07336 1.91756  0.031
N: 0.47920 1.87518 -1.46313  0.030
N: -2.64294 -7.15131 2.64882  -0.356
N: 1.99535 -0.48406 0.00344  0.025
N: 0.04771 0.67372 -1.92333  0.060
N: 2.37050 0.80550 -0.16367  0.022
C: 3.99636 -3.06660 1.39606  -0.044
C: 4.22327 -0.38116 -0.15669  0.015
C: 4.47541 2.16447 -0.45720  -0.030
C: 0.69433 4.66875 1.31185  -0.022
C: 0.45486 1.05574 5.48488  -0.056
C: -1.52176 -6.52288 -0.82341  -0.116
C: -2.40925 0.81392 0.38490  -0.466
C: 0.48453 3.29033 1.84282  -0.263
C: -0.40686 0.68064 4.26907  -0.542
C: 3.10381 -1.21548 0.00985  -0.250
C: -1.36617 -5.14108 -0.82935  0.090
C: 3.16001 -2.71524 0.15756  -0.544
C: -0.84513 -0.24265 -4.08824  -0.541
C: -0.22031 -0.80430 3.96919  -0.052
C: 0.26506 2.83438 -2.39044  -0.266
C: -3.41934 0.88499 -0.76779  -0.144
C: 0.05518 2.93791 3.10092  0.019
C: -0.00136 1.53391 3.09717  -0.261
C: -0.43000 0.87123 -3.15116  -0.254
C: 1.76790 -3.31690 0.30497  -0.050
C: -2.10033 -0.97586 -3.60982  -0.046
C: -1.61478 -4.42547 0.32965  -0.078
C: 3.82937 -3.31146 -1.08996  -0.044
C: -0.30705 2.22907 -3.48838  0.014
C: -1.36286 -2.93280 0.35267  -0.666
C: 0.32727 -1.23138 -4.18733  -0.043
C: -1.88201 0.95692 4.59292  -0.042
C: -2.20056 -6.45669 1.45122  -0.116
C: -1.13619 0.32934 -5.47833  -0.073
C: 0.60351 4.27980 -2.23830  -0.023
C: -2.02772 -5.07708 1.47999  0.098
C: 3.71425 0.89455 -0.26407  -0.265
C: -1.94429 -7.19371 0.30965  0.085
B: 1.39998 2.00658 -0.21532  -0.508
H: 4.83671 -2.91460 -1.22338  0.076
H: 1.83775 -4.40510 0.37333  0.094
H: -0.11575 4.94820 0.63645  0.074
H: -0.44047 -1.38983 4.86502  0.086
H: -2.89795 1.27387 -1.64783  0.037
H: 3.24723 -3.07758 -1.98325  0.087
H: 4.30356 2.85957 0.36556  0.081
H: 0.35186 2.11242 5.73587  0.071
H: 4.06627 -4.15218 1.50337  0.082
H: 5.53984 1.93943 -0.50527  0.075
H: -2.02824 2.00148 4.87412  0.081
H: -2.20294 -4.52155 2.38987  0.137
H: -4.27987 1.53135 -0.52873  0.052
H: 1.62038 4.41762 -1.87044  0.066
H: 1.23812 -0.71265 -4.49441  0.086
H: 0.10446 -2.01169 -4.92027  0.081
H: 0.51200 4.77483 -3.20383  0.077
H: 2.05274 2.99346 -0.37565  0.097
H: 0.50344 -1.69567 -3.21564  0.071
H: -0.59521 2.71991 -4.40263  0.100
H: -1.97047 -1.35424 -2.60388  0.047
H: 3.53601 -2.65753 2.29713  0.088
H: -0.07553 4.76949 -1.53972  0.071
H: -1.45323 -0.48015 -6.13922  0.081
H: 0.13936 0.46791 6.35087  0.078
H: -3.75969 -0.12700 -1.00466  0.048
H: 5.26335 -0.66172 -0.19472  0.105
H: 1.27451 -2.94606 1.20560  0.085
H: 0.70370 5.37759 2.13823  0.077
H: 4.18534 2.66207 -1.38375  0.080
H: -2.96297 -0.30849 -3.62984  0.081
H: -2.06995 -8.26479 0.30003  0.129
H: 1.15320 -3.06453 -0.56121  0.076
H: -2.30497 -1.81982 -4.27589  0.084
H: 1.63523 4.75113 0.76762  0.065
H: -0.25248 0.80013 -5.91520  0.082
H: -0.20583 3.60931 3.90239  0.107
H: -1.05299 -4.62861 -1.72756  0.135
H: -1.94225 1.06489 -5.43915  0.082
H: 5.00698 -2.66401 1.31368  0.076
H: 0.80749 -1.00912 3.65879  0.083
H: -2.20670 0.32543 5.42552  0.080
H: 1.51025 0.85155 5.29056  0.085
H: -0.89044 -1.12430 3.17480  0.051
H: 3.89712 -4.39826 -0.99432  0.082
H: -2.50370 0.75142 3.72083  0.072

Computed properties:
Orbital gap = 3.9 eV
ΔE to the lowest compared entry with this formula, charge and spin = 0.0 kcal/mol
DFT total energy = -80339.357 eV
Total charge = -1
E_HOMO = -3.0 eV

C2H6BNO | wB97M-V/def2-TZVPD

Each line ends with the natural charge from an NBO analysis.
CARTESIAN COORDINATES (ANGSTROEM)
O: -0.41921 1.64688 -0.13694  -0.507
N: 1.68747 0.58522 0.09192  -0.683
C: -0.45699 -0.78921 -0.22584  -0.562
C: -1.07115 0.57322 0.27108  -0.076
B: 1.18505 -0.61551 0.00376  0.450
H: -1.12171 0.55227 1.36200  0.167
H: -0.38283 -0.87225 -1.24266  0.227
H: -1.98883 0.48512 -0.42797  0.261
H: -0.95353 -1.64040 0.30240  0.235
H: 1.58086 1.61082 0.11203  0.454
H: 1.94087 -1.53615 -0.10977  0.035

Computed properties:
Orbital gap (alpha / beta) = 7.4 / 7.4 eV
ΔE to the lowest compared entry with this formula, charge and spin = 123.6 kcal/mol
DFT total energy = -6380.757 eV
E_HOMO (alpha / beta) = -9.6 / -9.6 eV

CH6NO | wB97M-V/def2-TZVPD

Each line ends with the natural charge from an NBO analysis.
CARTESIAN COORDINATES (ANGSTROEM)
O: 2.65615 -0.08492 0.26016  -1.368
N: -0.85022 0.29967 -0.74743  -0.849
C: -1.79079 -0.18490 0.31756  -0.425
H: 2.24119 -0.85945 0.61484  0.380
H: -0.65959 1.27031 -0.51023  0.341
H: -1.25081 -0.44138 1.22831  0.185
H: 0.04986 -0.10344 -0.48954  0.397
H: -2.44447 -0.93486 -0.11562  0.173
H: -2.45058 0.65349 0.56854  0.165

Computed properties:
Orbital gap = 6.3 eV
ΔE to the lowest compared entry with this formula, charge and spin = 10.6 kcal/mol
DFT total energy = -4670.908 eV
Total charge = -1
E_HOMO = -2.2 eV

H4N2OS | wB97M-V/def2-TZVPD

Each line ends with the natural charge from an NBO analysis.
CARTESIAN COORDINATES (ANGSTROEM)
S: -0.32706 0.92318 0.69786  1.484
O: -0.85980 0.28402 1.86490  -0.875
N: 1.45833 -0.59082 0.78065  -0.942
N: -1.01953 0.42702 -0.72266  -1.113
H: 2.25973 0.04443 0.85427  0.308
H: -1.87114 -0.17945 -0.91499  0.425
H: 1.57385 -0.95334 1.55330  0.292
H: -0.48332 0.21489 -1.56610  0.422

Computed properties:
Orbital gap (alpha / beta) = 7.5 / 8.5 eV
ΔE to the lowest compared entry with this formula, charge and spin = 76.7 kcal/mol
DFT total energy = -15923.737 eV
E_HOMO (alpha / beta) = -8.1 / -8.9 eV